# C70H92ClN12O4S

A cluster of 10 separate species, C70H92ClN12O4S in total (ωB97M-V/def2-TZVPD, the Open Molecules 2025 dataset).

- Frontier orbital gap: 8.21 eV
- Electronic energy: -4538.53236 Ha
- Total charge: +1

Positions of all 180 atoms, in Å:
H: -1.13175 0.76624 -5.18574
C: 5.96216 4.61081 6.11549
H: -7.52412 2.01468 2.89368
H: -1.25298 -1.99287 1.83149
H: 0.96100 -8.25080 -10.71221
C: 1.66925 1.28693 9.30724
H: 1.89315 0.11243 11.09301
H: -11.25328 -0.23790 -3.94925
H: 6.26816 -1.58437 -5.83483
H: -15.26910 -1.02978 -3.78926
N: -0.16015 -0.07945 -7.55587
H: 4.53031 3.00468 6.26421
C: 9.94058 -1.43433 2.36567
C: 2.34177 8.64345 4.22336
H: 7.97614 -1.10326 1.55690
C: 4.20799 0.55529 8.68453
C: 4.19716 7.85901 6.04330
C: -2.92275 -0.29109 -1.83747
C: 1.12046 2.01338 2.82502
C: 9.29338 -2.10217 0.17586
H: -2.33527 1.73599 -4.24524
H: 7.44422 -0.37915 -1.89408
H: -2.77048 1.04477 -5.89149
C: -0.73857 -1.27057 -7.75634
C: 3.24148 -5.78951 -11.11723
C: 11.47226 -2.48607 1.04508
C: 2.31053 1.70148 8.15137
C: -2.22841 0.84239 -4.91830
C: 2.58095 9.46144 5.31625
H: 4.38417 6.17674 4.71390
C: 0.42264 -4.68598 1.75944
H: 1.09450 -2.56087 2.09934
C: 6.67651 -0.91215 -3.83504
C: 3.52827 9.05640 6.24328
C: -12.35291 0.58637 -5.60867
C: -1.16847 -3.02447 -0.18916
Cl: 5.51959 -0.25790 0.08640
O: -2.58631 -0.41225 -4.31692
H: -2.93525 -4.08902 0.70447
C: -7.21197 2.31111 1.84588
C: -14.69380 0.11963 -5.51842
C: 2.67955 -4.90426 -10.21159
H: -12.80809 0.21489 0.97231
H: 0.90531 -4.62166 0.74509
H: 0.03107 -3.00710 5.47910
H: 6.03883 4.76984 7.18334
H: 2.19953 0.05774 2.31142
H: -11.48814 1.02965 -6.08501
C: 2.36004 0.45969 10.17878
H: 5.21995 0.29033 8.39708
H: -1.63730 -1.45198 -7.17483
N: -2.27152 1.44248 -0.02130
C: -14.45748 -0.55892 -4.33359
H: 2.93363 1.11153 3.66122
H: 1.29589 2.82705 3.57712
N: 8.89463 -1.31958 -3.00030
H: 10.19601 -2.27421 -4.26513
S: 3.70727 0.76032 0.11899
H: -0.11298 -3.16136 3.28801
H: 5.68705 -0.50956 -3.65895
C: 0.84623 -2.23750 5.64902
H: -0.59139 1.49705 4.15193
H: 0.65604 1.60249 9.51973
H: 0.04026 0.07118 3.10878
O: 2.59273 -0.15027 -0.18895
H: 8.57349 -2.48497 -6.14837
C: -1.22869 1.54143 1.99075
H: 1.30321 -2.65278 -10.04769
H: 8.56028 -2.17573 -0.61718
C: -0.21412 1.16115 3.14045
C: -3.84467 3.55963 0.32945
H: 1.60752 8.91650 3.47263
H: -1.65681 -2.81668 -1.19287
C: 1.47186 -7.30456 -10.59088
H: 0.41879 -1.21899 5.45168
C: -1.15040 -4.90555 1.69985
H: 3.13085 -3.93449 -10.02722
C: 0.94915 0.17883 -8.25850
H: 0.08977 -6.52918 -9.13125
C: 10.57176 -2.60375 -0.00203
H: -0.17532 -0.52824 -0.71467
C: -12.22291 -0.11630 -4.42177
H: -1.31991 -6.02327 1.68477
C: -5.18928 1.08975 2.21528
H: -2.17245 1.83689 -2.09715
C: 1.90254 -3.83341 3.80735
C: -1.28932 0.76156 0.76662
H: -3.73318 3.87808 -0.74382
C: 0.89452 -1.93340 -9.35107
H: -1.66802 -4.53210 2.63553
C: -11.54863 -0.78646 -0.46050
N: 2.97528 7.48451 4.00707
H: -10.02264 -1.76021 -1.62955
C: -13.61661 0.70350 -6.16536
N: 3.56132 1.35314 7.82594
N: -5.72964 2.43909 1.84015
C: 5.69893 4.13868 3.45396
H: 7.12433 5.71415 3.13720
H: -10.97611 0.36463 2.65895
H: 0.98324 2.54115 1.82941
H: 12.48438 -2.86665 0.95550
C: 5.12335 3.63218 5.60596
O: -5.99362 2.69522 -0.41584
H: 4.14058 -5.52714 -11.65946
H: 3.05518 -2.64596 5.33691
C: -0.49760 -0.51296 0.35851
C: 2.40659 1.10311 2.66001
H: -3.50635 -0.93794 -1.13402
H: -7.74857 3.26708 1.60104
C: -1.43242 -1.77131 0.73519
C: -3.58265 -0.28043 -3.31037
H: -3.77682 4.40776 1.05829
C: 2.62186 -7.01422 -11.30694
C: -9.33008 -1.15424 0.31323
C: -2.74956 2.50751 0.70775
H: -4.50019 1.16573 3.10856
H: -0.76164 -3.17381 -8.75531
H: -1.86904 -0.66270 -2.01219
H: -15.69481 0.18932 -5.92352
H: 4.94287 7.51030 6.74616
H: -4.17696 0.68232 -3.41941
C: 7.65214 -0.84098 -2.85400
C: -10.27550 -1.28309 -0.69139
H: -8.32060 -1.53091 0.18041
C: -10.80832 -0.10137 1.69354
C: 1.51213 -0.70676 -9.16375
C: 0.81997 -3.47262 2.72065
H: 5.56013 3.91735 2.40038
H: -6.05556 0.44200 2.52147
H: 1.39765 1.14971 -8.07509
H: 4.47539 1.83131 2.14999
H: -2.30456 3.31680 2.68440
C: 3.46753 1.74748 1.64601
N: -2.13990 2.61765 1.96247
C: -11.82539 -0.18333 0.75599
H: -7.58012 1.48040 1.17788
H: -12.31740 -0.86930 -1.22171
N: 11.18052 -1.91258 2.21909
H: -0.07115 -3.14555 -0.40278
C: 7.00302 -1.51011 -5.04164
C: -0.25394 -2.22610 -8.63460
H: -1.90791 -5.13440 -0.35826
H: 10.86321 -3.07573 -0.93109
C: 8.96610 -1.50527 1.38259
O: 3.78450 1.72335 -0.99511
H: 4.22560 -0.56251 10.52000
C: 6.56610 5.13714 3.86272
H: -3.85454 1.63669 -1.40940
H: 2.25533 -1.66528 4.04319
H: 3.74318 9.66750 7.11223
H: 2.41045 -0.44320 -9.70715
H: -2.51626 -1.44228 0.68819
H: 2.03970 10.39058 5.43856
C: 9.18399 -1.89357 -4.17395
C: -2.80172 1.21733 -1.39688
H: -4.67292 0.61237 1.33246
C: -1.86195 -4.30634 0.40696
H: -13.76015 1.24399 -7.09367
C: 6.69586 5.37509 5.22196
N: 4.97820 3.38370 4.29784
C: 2.10805 -2.54849 4.72510
H: 3.14328 2.77752 1.34774
N: 1.56887 -5.15979 -9.50894
H: 1.11085 -2.29741 6.74801
C: 0.98875 -6.34873 -9.71151
C: 3.65583 0.08289 9.86448
C: 8.28209 -2.01197 -5.21965
H: -4.34365 -1.10713 -3.30276
C: 3.88734 7.11562 4.91554
H: 1.80944 2.34705 7.43660
C: -5.25027 2.86712 0.53960
H: 3.03077 -7.73470 -12.00561
H: 1.54531 -4.65536 4.48999
H: 0.85195 -5.61475 2.24655
H: 2.86365 -4.10452 3.29567
H: 7.36358 6.14954 5.58163
N: -9.57151 -0.57467 1.49578
N: -13.24713 -0.68760 -3.77715
H: 0.38645 -0.60333 1.05547
H: 9.73274 -0.97331 3.32588

Atoms 1-3, force components in eV/Å:
-1.255 0.064 0.200
0.136 0.051 -0.160
0.494 0.454 -1.121